(1)
Here is a cluster of 8 separate species, C39H87F3N4O12PS7 in total in a non-equilibrium geometry from OMol25. Energies are from wB97M-V/def2-TZVPD.

E_LUMO   -1.47 eV
Multiplicity   1
Charge   +1
HOMO   -10.0549 eV
E   -165662.188 eV

Positions of all 153 atoms, in Å:
C: 4.60610 0.72252 2.18918
C: 3.79901 0.81576 0.89555
C: 2.28638 0.63855 1.09401
C: 1.97786 -0.55381 1.99574
C: 1.63101 0.61103 -0.32064
N: 1.15908 -0.75022 -0.65787
C: -0.16066 -0.79768 -0.42900
N: -0.89870 -1.85188 -0.75777
C: -2.24450 -1.76236 -1.31771
C: -2.32030 -2.38155 -2.70208
O: -1.27727 -1.88177 -3.53082
C: -1.65604 -1.09413 -4.56528
O: -2.65703 -1.23487 -5.19689
C: -0.28233 -3.19128 -0.66361
C: 0.37289 -3.48112 0.68124
O: 1.76322 -3.72420 0.44876
C: 2.28487 -4.55854 1.38344
O: 3.33536 -4.35264 1.91063
N: -0.52795 0.33536 0.25496
C: -1.92989 0.58895 0.59836
C: -2.05983 1.16692 2.02290
C: -3.06314 2.27685 2.06784
F: -3.12543 2.83752 3.29705
F: -4.29015 1.80880 1.75126
F: -2.78354 3.27253 1.18980
C: 0.28447 1.40495 -0.40956
C: 0.28996 2.79101 0.22421
C: 1.49797 3.67865 -0.14033
C: 2.33147 4.17164 1.04854
C: 3.48300 5.02990 0.52094
N: 4.71013 4.25653 0.26781
C: 5.92078 4.92185 0.73970
C: 4.83423 3.79720 -1.05924
C: 5.77251 2.62875 -1.25938
O: 4.23194 4.26138 -1.99860
P: -0.17423 1.43685 -2.26515
C: 0.94719 2.61691 -3.10714
C: -1.82313 2.25849 -2.38610
H: 5.61640 1.09688 2.04794
H: 4.11648 1.26685 2.99535
H: 4.70336 -0.31462 2.50516
H: 4.16886 0.05253 0.20810
H: 3.95095 1.81046 0.47844
H: 1.93599 1.52879 1.61643
H: 0.91347 -0.68796 2.15258
H: 2.43036 -1.46281 1.60411
H: 2.41484 -0.38502 2.97614
H: 2.38084 0.96698 -1.01956
H: 1.45788 -1.16119 -1.53129
H: -2.60037 -0.74017 -1.32880
H: -2.94382 -2.32187 -0.68939
H: -2.20060 -3.46087 -2.63967
H: -3.31042 -2.20610 -3.11654
H: -0.93201 -0.30035 -4.77237
H: 0.50347 -3.25392 -1.41844
H: -1.01463 -3.93703 -0.94305
H: -0.07741 -4.37854 1.11005
H: 0.23324 -2.68825 1.41139
H: 1.71225 -5.44461 1.68029
H: -2.48757 -0.33541 0.59211
H: -2.34454 1.30794 -0.10351
H: -1.11256 1.53718 2.40339
H: -2.39826 0.39106 2.70493
H: 0.19572 2.75861 1.30961
H: -0.60503 3.30226 -0.12906
H: 1.11951 4.57868 -0.61961
H: 2.17049 3.21389 -0.85691
H: 1.70027 4.83283 1.64376
H: 2.70288 3.35742 1.66514
H: 3.72292 5.76842 1.28379
H: 3.14549 5.59053 -0.34442
H: 6.79619 4.36535 0.40861
H: 6.00562 5.94391 0.36462
H: 5.94209 4.92810 1.82683
H: 6.25314 2.31782 -0.33519
H: 5.19387 1.78710 -1.63298
H: 6.52866 2.87772 -1.99816
H: 0.94987 3.60679 -2.65801
H: 0.58155 2.74044 -4.12397
H: 1.96610 2.24497 -3.14401
H: -2.60788 1.54196 -2.60713
H: -2.07515 2.84906 -1.50635
H: -1.80070 2.95837 -3.22063
C: 0.40892 9.33785 -0.56702
S: 1.83008 8.73165 -1.48273
O: 2.22436 7.43738 -0.85631
C: 2.98731 9.96527 -0.88291
H: -0.42508 8.66900 -0.76841
H: 0.63558 9.33801 0.49901
H: 0.16206 10.34294 -0.90806
H: 3.03438 9.92073 0.20504
H: 2.66581 10.95227 -1.21444
H: 3.96281 9.73684 -1.30628
C: 3.95386 -7.55734 -1.83414
S: 4.06442 -5.77742 -2.03709
O: 4.68816 -5.52550 -3.36200
C: 5.33676 -5.51907 -0.79548
H: 3.23272 -7.93814 -2.55424
H: 4.92932 -8.00412 -2.01842
H: 3.61553 -7.78885 -0.82390
H: 6.21718 -6.10665 -1.05559
H: 4.95612 -5.80643 0.18458
H: 5.58532 -4.46020 -0.79102
C: -5.96476 3.58594 -0.70083
S: -6.04180 1.80930 -0.94447
O: -5.37865 1.51531 -2.24872
C: -7.81099 1.74205 -1.21145
H: -4.91971 3.85706 -0.55994
H: -6.36912 4.08855 -1.57850
H: -6.53840 3.85340 0.18599
H: -8.07594 2.38214 -2.05109
H: -8.32343 2.08049 -0.31186
H: -8.08308 0.71026 -1.42695
C: -5.49932 -0.85293 5.03387
S: -3.78405 -0.41563 5.32412
O: -2.97689 -1.08151 4.25698
C: -3.58029 -1.38014 6.82262
H: -5.81026 -0.37669 4.10626
H: -5.58963 -1.93540 4.94498
H: -6.10794 -0.48236 5.85810
H: -3.80015 -2.42723 6.61504
H: -4.24820 -0.99151 7.59057
H: -2.54764 -1.27487 7.14763
C: 4.64582 -12.53815 -5.06809
S: 4.85809 -12.01002 -3.36422
O: 3.51068 -11.65150 -2.84788
C: 5.67990 -10.45984 -3.74740
H: 4.09940 -13.47852 -5.05634
H: 4.07671 -11.78572 -5.61364
H: 5.62393 -12.68791 -5.52496
H: 5.03313 -9.85312 -4.38148
H: 6.63018 -10.65305 -4.24475
H: 5.86062 -9.94763 -2.80569
C: 2.00972 -4.20450 6.13394
S: 2.01245 -5.61810 5.02780
O: 1.04214 -5.30711 3.93839
C: 1.19906 -6.74653 6.16348
H: 2.44887 -3.36495 5.59921
H: 0.98422 -3.96930 6.41889
H: 2.61096 -4.43465 7.01299
H: 0.23397 -6.33620 6.46040
H: 1.83785 -6.89599 7.03325
H: 1.05515 -7.69366 5.64822
C: -10.13528 6.16912 -3.10297
S: -10.72785 5.20395 -1.70943
O: -9.53830 4.53282 -1.11464
C: -11.58753 3.96580 -2.68606
H: -9.52725 6.98045 -2.70906
H: -9.53292 5.53606 -3.75446
H: -10.98647 6.57966 -3.64549
H: -10.88442 3.48643 -3.36721
H: -12.39608 4.44111 -3.24077
H: -11.99933 3.22958 -1.99929

=====

(2)
Here is a cluster of 7 separate species, C39H89N3O7 in total in a non-equilibrium geometry from OMol25. Energies are from wB97M-V/def2-TZVPD.

ΔE to the lowest compared entry with this formula, charge and spin   3.2007 eV
E_LUMO   0.28 eV
Multiplicity   1
HOMO   -8.1357 eV
E   -60682.415 eV
SMILES   CC1(C)CCCC(C)(C)N1O.CC1(C)CCCC(C)(C)N1O.CC1(C)CCCC(C)(C)N1O.CC(C)O.CC(C)O.CC(C)O.CC(C)O

Positions of all 138 atoms, in Å:
C: -1.51605 -0.92267 -4.20858
C: -2.05912 -0.45757 -5.57839
C: -2.47249 -1.78697 -6.38261
C: -3.29989 0.47161 -5.27925
C: -3.00801 1.91274 -4.73124
C: -2.09572 2.55006 -5.81466
C: -0.77420 1.76913 -6.06633
C: -0.11181 2.46204 -7.35510
C: 0.15216 1.95641 -4.84842
N: -1.04936 0.30174 -6.34820
O: 0.11180 -0.36503 -6.74495
H: -1.39056 -0.10851 -3.49479
H: -2.15790 -1.71894 -3.83165
H: -0.52963 -1.38169 -4.27478
H: -1.59532 -2.18460 -6.89307
H: -2.89483 -2.63382 -5.84172
H: -3.16521 -1.45632 -7.15650
H: -3.83868 0.63005 -6.21344
H: -3.94736 -0.08026 -4.59784
H: -3.93173 2.49033 -4.69611
H: -2.54656 1.92389 -3.74381
H: -1.81909 3.51360 -5.38668
H: -2.68282 2.73292 -6.71464
H: 0.81291 1.98131 -7.67432
H: -0.00510 3.53245 -7.17918
H: -0.77071 2.34872 -8.21597
H: -0.09471 1.33749 -3.98581
H: 0.34868 2.97471 -4.51297
H: 1.15018 1.58962 -5.08826
H: 0.49318 -0.52237 -5.87812
C: 3.56225 5.32406 4.02221
C: 2.96026 5.57941 2.64986
C: 3.47273 6.93868 2.14793
C: 3.47073 4.42896 1.70473
C: 2.73719 4.39532 0.42097
C: 1.19200 4.30284 0.58950
C: 0.60483 5.46839 1.54918
C: 0.49579 6.69785 0.64547
C: -0.81276 5.04593 2.00970
N: 1.46627 5.50839 2.73291
O: 0.95711 6.40993 3.65790
H: 4.65206 5.31883 4.04171
H: 3.22913 6.09526 4.71674
H: 3.28966 4.31559 4.33331
H: 3.59168 7.04341 1.06951
H: 2.90873 7.83189 2.41659
H: 4.52463 7.08605 2.39267
H: 4.53295 4.33456 1.47918
H: 3.39166 3.45115 2.17984
H: 2.97034 5.34023 -0.06982
H: 3.14639 3.61389 -0.21936
H: 1.06353 3.31429 1.03038
H: 0.85611 4.40855 -0.44205
H: 0.22758 7.63056 1.14167
H: -0.24225 6.55264 -0.14340
H: 1.46418 6.95155 0.21426
H: -1.43638 4.86113 1.13503
H: -1.27718 5.75226 2.69782
H: -0.88464 4.07520 2.50024
H: 0.76711 5.99568 4.50282
C: -5.42683 1.44062 0.26313
C: -6.44973 1.48915 1.47315
C: -6.60898 3.01034 1.80617
C: -7.81197 0.92081 1.10941
C: -7.84084 -0.68823 1.08488
C: -7.37034 -1.27714 2.39633
C: -5.96236 -0.68286 2.92452
C: -5.86876 -0.99527 4.43354
C: -4.80810 -1.36345 2.17195
N: -5.97816 0.80192 2.69857
O: -4.82898 1.42491 3.20238
H: -4.41872 1.52051 0.66987
H: -5.54079 2.32250 -0.36726
H: -5.50125 0.55184 -0.36346
H: -7.26082 3.11750 2.67319
H: -6.98448 3.56740 0.94781
H: -5.67729 3.38968 2.22587
H: -8.40210 1.29205 1.94728
H: -8.12835 1.28829 0.13321
H: -7.25459 -1.12461 0.27619
H: -8.86417 -0.97751 0.84570
H: -7.48534 -2.35702 2.30291
H: -8.09662 -1.02904 3.17032
H: -4.96012 -0.55153 4.84043
H: -6.71378 -0.55725 4.96476
H: -5.79138 -2.04884 4.70209
H: -3.86718 -1.12024 2.66553
H: -4.89855 -2.44820 2.11500
H: -4.79908 -1.13011 1.10726
H: -5.09023 1.83851 4.02838
C: 1.29091 -8.72045 -1.20195
C: 1.94123 -8.05890 0.03748
C: 2.34734 -9.12973 1.04295
O: 3.11579 -7.42220 -0.35337
H: 1.96692 -9.46369 -1.62469
H: 1.02673 -7.98206 -1.95897
H: 0.44327 -9.39412 -1.07639
H: 1.18798 -7.35222 0.38578
H: 3.13821 -9.79640 0.69919
H: 1.49735 -9.74882 1.32989
H: 2.74897 -8.64449 1.93252
H: 3.38405 -6.71256 0.23490
C: 6.65283 -2.22024 -3.24429
C: 5.70896 -1.02368 -3.59549
C: 5.98562 -0.51527 -5.05423
O: 4.37890 -1.47567 -3.41095
H: 6.57634 -3.09059 -3.89601
H: 6.33544 -2.59770 -2.27223
H: 7.68594 -1.88299 -3.32814
H: 5.87756 -0.19407 -2.90889
H: 6.99092 -0.16150 -5.28294
H: 5.26254 0.23127 -5.38277
H: 5.79545 -1.38959 -5.67674
H: 4.28702 -2.40453 -3.63542
C: 3.26763 -4.32246 6.91814
C: 4.55520 -5.11749 7.36825
C: 5.50794 -5.41844 6.18946
O: 5.29627 -4.28620 8.30297
H: 2.65829 -4.76988 6.13290
H: 3.49571 -3.28886 6.65786
H: 2.71068 -4.33632 7.85501
H: 4.25452 -6.08788 7.76325
H: 5.84976 -4.52548 5.66613
H: 4.95146 -6.15411 5.60874
H: 6.44641 -5.89367 6.47498
H: 5.49205 -4.83016 9.06938
C: 3.01175 -0.94359 1.97779
C: 2.14558 -2.04271 1.32691
C: 1.01671 -1.50862 0.40519
O: 3.08345 -2.76989 0.57526
H: 3.79098 -0.50979 1.35111
H: 3.47126 -1.36611 2.87133
H: 2.49449 -0.12144 2.47237
H: 1.73527 -2.61378 2.15975
H: 0.26422 -0.98189 0.99206
H: 0.59765 -2.34206 -0.15860
H: 1.54324 -0.87596 -0.30938
H: 3.22984 -2.29972 -0.24882

=====

(3)
Here is a cluster of 7 separate species, C39H91ClN3O28P6 in total in a non-equilibrium geometry from OMol25. Energies are from wB97M-V/def2-TZVPD.

ΔE to the lowest compared entry with this formula, charge and spin   0.0000 eV
E_LUMO   -2.70 eV
Multiplicity   1
Charge   +1
HOMO   -10.9400 eV
E   -171969.137 eV

Positions of all 168 atoms, in Å:
C: 2.80823 -0.24252 -1.88745
C: 2.41659 -0.93120 -0.57078
C: 3.06972 -0.38789 0.70279
N: 2.38491 0.76831 1.33663
N: 2.16272 1.84630 0.45133
C: 1.06739 2.05817 -0.36429
C: -0.17046 1.21964 -0.53152
C: -0.92326 0.84165 0.72731
O: -2.02137 0.42567 0.63594
O: -0.35456 1.03300 1.97242
C: -0.69801 2.26717 2.51665
C: 0.34626 2.91856 3.37856
O: -1.75426 2.76778 2.34349
C: 1.24023 3.20475 -1.07590
C: 0.33022 3.82875 -2.06749
C: -0.93815 4.41616 -1.37627
C: -2.21372 4.21110 -2.17602
C: -2.27727 4.98469 -3.51272
O: -2.66111 4.08139 -4.55311
N: 2.46402 3.69666 -0.62933
C: 3.02778 4.93789 -1.14992
C: 2.68406 6.18424 -0.27687
C: 3.95916 6.89234 0.22375
Cl: 1.63501 5.76268 1.11652
C: 2.99123 2.89363 0.28978
C: 4.28864 3.22855 0.96726
C: 5.54079 2.37402 0.59712
C: 5.81743 1.33910 1.70798
C: 5.50229 1.77468 -0.81575
H: 3.68869 -0.73968 -2.28498
H: 2.00742 -0.29567 -2.62542
H: 3.01094 0.81866 -1.76233
H: 2.76222 -1.96108 -0.65339
H: 1.34095 -0.99100 -0.41114
H: 4.12672 -0.22444 0.50872
H: 3.01634 -1.19255 1.43582
H: 3.04614 1.12746 2.01724
H: 0.01010 0.35581 -1.16698
H: -0.87648 1.82760 -1.08767
H: 0.11780 2.64697 4.40964
H: 0.33889 3.99293 3.25357
H: 1.33578 2.52011 3.16104
H: -0.00680 3.11071 -2.81493
H: 0.82626 4.61850 -2.62583
H: -0.79145 5.44608 -1.05567
H: -1.06200 3.85586 -0.44689
H: -3.05594 4.54383 -1.56763
H: -2.41042 3.15555 -2.36551
H: -3.00269 5.79118 -3.49163
H: -1.29270 5.42594 -3.70138
H: -1.85601 3.64884 -4.84691
H: 2.68937 5.07866 -2.16835
H: 4.09970 4.78180 -1.22056
H: 2.09491 6.88579 -0.85625
H: 4.81970 6.55539 -0.35223
H: 4.12246 6.60453 1.25828
H: 3.87805 7.96679 0.10870
H: 4.53696 4.26813 0.78955
H: 4.09467 3.16701 2.04034
H: 6.38102 3.06369 0.61707
H: 6.71553 1.54365 2.28601
H: 5.92782 0.32793 1.31883
H: 5.01353 1.26806 2.44251
H: 4.82480 2.29697 -1.48958
H: 5.32338 0.70635 -0.84420
H: 6.48961 1.91749 -1.25566
C: -5.64851 -4.00233 -0.65754
O: -5.86505 -3.58753 0.70886
P: -5.12657 -4.45042 1.94514
O: -6.05067 -3.94109 3.00197
O: -3.74283 -3.60160 1.77646
C: -3.79232 -2.18463 1.94870
O: -4.36146 -5.60287 2.83548
C: -3.95791 -5.21490 4.14536
H: -6.18884 -3.31503 -1.30304
H: -4.58486 -3.96653 -0.90929
H: -6.03178 -5.00932 -0.81948
H: -4.61205 -1.88864 2.60391
H: -3.89945 -1.69212 0.98269
H: -2.84932 -1.87294 2.39563
H: -4.81111 -5.23375 4.81943
H: -3.50106 -4.22652 4.14831
H: -3.22293 -5.94855 4.47534
C: -3.82623 7.47130 -5.90394
O: -3.82422 8.20923 -4.65834
P: -3.02184 9.64905 -4.59677
O: -2.81949 9.82816 -3.14348
O: -4.26324 10.49721 -5.20465
C: -5.43766 10.65721 -4.40666
O: -1.92151 10.55976 -5.34002
C: -1.75186 11.88199 -4.82175
H: -4.40888 6.56640 -5.75668
H: -4.27465 8.06332 -6.70441
H: -2.80573 7.19696 -6.17082
H: -5.20749 10.59481 -3.34324
H: -6.17670 9.89913 -4.66759
H: -5.84990 11.63985 -4.62647
H: -1.14742 11.85406 -3.91815
H: -2.71013 12.35488 -4.61787
H: -1.22799 12.45120 -5.58652
C: -2.58656 -2.25983 -7.55338
O: -1.32219 -1.77634 -7.03580
P: -1.00092 -1.97625 -5.43823
O: 0.07306 -0.98261 -5.20528
O: -0.46669 -3.49713 -5.61010
C: 0.76791 -3.71587 -6.29609
O: -1.65926 -2.27711 -3.99536
C: -0.72985 -2.47348 -2.93946
H: -2.60681 -2.05642 -8.61970
H: -2.68167 -3.33552 -7.39243
H: -3.41909 -1.74057 -7.08072
H: 1.42225 -2.84724 -6.22427
H: 0.58008 -3.94803 -7.34447
H: 1.25393 -4.56997 -5.82887
H: -0.34667 -1.50938 -2.60460
H: 0.09362 -3.12080 -3.23632
H: -1.26312 -2.94580 -2.11606
C: 1.66850 -0.37882 4.17959
O: 1.56712 -0.01565 5.57098
P: 2.28639 -0.99638 6.69285
O: 1.60188 -0.60562 7.93704
O: 3.75186 -0.30460 6.50026
C: 3.93031 1.03397 6.95769
O: 2.91068 -2.45806 6.92450
C: 3.57959 -2.66327 8.17491
H: 1.16412 0.37563 3.59592
H: 2.72100 -0.42446 3.87588
H: 1.19113 -1.34161 3.99416
H: 3.24195 1.27352 7.76809
H: 3.78542 1.73778 6.13440
H: 4.95290 1.12354 7.31983
H: 2.85011 -2.82769 8.96374
H: 4.22138 -1.82136 8.42565
H: 4.18958 -3.55611 8.05808
C: 6.93878 -2.57210 1.45798
O: 6.11645 -3.04334 0.36725
P: 6.81835 -3.84870 -0.89531
O: 5.78624 -3.70569 -1.94488
O: 6.80153 -5.28144 -0.13722
C: 5.54537 -5.91686 0.10385
O: 8.20922 -4.15082 -1.63596
C: 8.16229 -5.11786 -2.69213
H: 6.27999 -2.08712 2.17476
H: 7.45845 -3.39588 1.95064
H: 7.66195 -1.84395 1.08919
H: 4.79815 -5.61128 -0.62863
H: 5.19190 -5.68462 1.10931
H: 5.70287 -6.99043 0.02702
H: 7.75891 -4.66470 -3.59424
H: 7.57068 -5.98603 -2.40981
H: 9.18850 -5.42800 -2.87407
C: -8.98694 -11.49727 3.88325
O: -8.27334 -10.67745 2.93017
P: -8.40866 -9.03943 3.05184
O: -7.98340 -8.58736 1.71065
O: -7.24673 -8.91446 4.18415
C: -5.89718 -9.17407 3.80508
O: -9.28413 -7.85504 3.69773
C: -8.74187 -6.54138 3.53196
H: -8.76426 -12.53664 3.65957
H: -8.66319 -11.27373 4.90236
H: -10.06188 -11.34230 3.79593
H: -5.73680 -8.97906 2.74485
H: -5.63365 -10.20842 4.03220
H: -5.25999 -8.51180 4.38863
H: -8.94604 -6.17818 2.52762
H: -7.67120 -6.52666 3.72378
H: -9.24038 -5.89120 4.24719